ORCA calculation (the ωB97M-V functional and the def2-TZVPD basis) on 7 unconnected molecules or ions with the total composition C34H81NO3 in a non-equilibrium geometry.

Geometry as XYZ:
```
119
Properties=species:S:1:pos:R:3:lowdin_charge:R:1
C 9.867 -4.118 7.685 0.01
C 10.019 -5.640 7.844 -0.59
N 10.690 -6.062 8.945 0.16
O 9.544 -6.405 7.021 0.02
H 10.480 -3.873 6.820 0.09
H 10.187 -3.574 8.575 0.07
H 8.818 -3.873 7.547 0.05
H 10.618 -7.026 9.216 0.11
H 10.919 -5.324 9.586 0.09
C 6.863 -5.620 4.668 -0.11
C 6.007 -4.469 5.188 -0.25
C 5.838 -4.612 6.714 -0.22
C 5.093 -3.448 7.373 -0.21
C 5.027 -3.455 8.899 -0.25
C 6.393 -3.546 9.556 -0.12
H 6.465 -6.619 4.844 0.06
H 7.875 -5.536 5.067 0.06
H 6.991 -5.545 3.582 0.06
H 6.491 -3.532 4.899 0.10
H 5.009 -4.425 4.744 0.10
H 6.807 -4.813 7.180 0.08
H 5.296 -5.550 6.894 0.11
H 5.713 -2.594 7.070 0.11
H 4.094 -3.330 6.951 0.11
H 4.557 -2.532 9.247 0.09
H 4.449 -4.310 9.261 0.10
H 7.200 -2.939 9.129 0.07
H 6.380 -3.260 10.610 0.07
H 6.769 -4.571 9.475 0.04
C 5.320 -7.599 13.609 -0.11
C 5.844 -6.349 12.930 -0.27
C 6.804 -6.638 11.773 -0.22
C 6.141 -7.282 10.534 -0.23
C 7.102 -7.559 9.366 -0.25
C 6.297 -8.194 8.238 -0.11
H 4.660 -7.377 14.447 0.07
H 6.171 -8.125 14.066 0.07
H 4.942 -8.370 12.938 0.06
H 5.030 -5.722 12.554 0.10
H 6.423 -5.720 13.612 0.10
H 7.720 -7.160 12.058 0.11
H 7.140 -5.657 11.414 0.08
H 5.556 -8.162 10.824 0.10
H 5.317 -6.647 10.188 0.10
H 7.503 -6.597 9.044 0.07
H 7.910 -8.218 9.682 0.11
H 6.289 -9.283 8.284 0.07
H 5.276 -7.807 8.187 0.07
H 6.682 -7.967 7.237 0.06
C 6.122 -10.231 4.225 -0.11
C 7.594 -10.028 3.840 -0.25
C 7.803 -8.884 2.806 -0.21
C 6.923 -8.980 1.561 -0.23
C 6.891 -10.320 0.793 -0.26
C 8.203 -10.567 0.077 -0.11
H 6.117 -11.082 4.914 0.07
H 5.480 -10.496 3.388 0.06
H 5.676 -9.404 4.781 0.06
H 8.239 -9.863 4.699 0.10
H 7.876 -10.938 3.297 0.09
H 8.866 -8.839 2.572 0.09
H 7.553 -8.041 3.456 0.08
H 5.908 -8.612 1.732 0.11
H 7.305 -8.247 0.835 0.09
H 6.593 -11.059 1.542 0.09
H 6.014 -10.197 0.156 0.11
H 8.424 -9.848 -0.714 0.07
H 9.108 -10.532 0.691 0.07
H 8.239 -11.580 -0.334 0.07
C 10.656 -2.569 0.367 -0.13
C 9.493 -3.518 0.021 -0.25
C 9.117 -4.505 1.164 -0.20
C 10.305 -4.938 2.032 -0.25
C 11.316 -5.893 1.379 -0.24
C 10.833 -7.192 0.732 -0.09
H 10.372 -2.058 1.291 0.07
H 11.038 -1.879 -0.384 0.07
H 11.576 -3.089 0.660 0.05
H 8.661 -2.852 -0.215 0.09
H 9.715 -4.044 -0.911 0.10
H 8.800 -5.407 0.640 0.08
H 8.272 -4.075 1.697 0.10
H 10.753 -4.156 2.662 0.10
H 9.836 -5.339 2.955 0.10
H 11.719 -5.220 0.613 0.09
H 12.103 -6.061 2.114 0.11
H 11.535 -7.337 -0.088 0.07
H 10.989 -7.987 1.464 0.06
H 9.796 -7.236 0.409 0.05
C 3.854 -1.574 2.807 -0.12
C 3.931 -0.893 4.185 -0.26
C 3.802 0.628 4.147 -0.24
C 4.499 1.345 5.266 -0.24
C 4.582 2.866 5.081 -0.28
C 3.325 3.549 4.613 -0.13
H 4.321 -0.979 2.022 0.07
H 2.811 -1.636 2.463 0.07
H 4.116 -2.627 2.900 0.06
H 3.163 -1.421 4.752 0.11
H 4.929 -1.205 4.511 0.09
H 2.731 0.849 4.220 0.12
H 4.102 1.005 3.164 0.12
H 4.084 1.099 6.250 0.11
H 5.537 0.997 5.345 0.11
H 5.051 3.365 5.936 0.10
H 5.400 3.021 4.362 0.11
H 3.077 3.215 3.602 0.07
H 2.441 3.335 5.222 0.08
H 3.348 4.640 4.562 0.07
O 2.557 -1.885 14.783 -0.08
C 2.429 -2.284 13.406 -0.23
C 3.577 -1.745 12.579 -0.25
O 3.730 -0.373 12.903 -0.07
H 3.106 -1.084 14.723 0.07
H 2.418 -3.375 13.395 0.12
H 1.468 -1.899 13.047 0.12
H 3.463 -1.922 11.503 0.11
H 4.539 -2.208 12.850 0.12
H 4.450 0.054 12.439 0.09
```

Calculated values
HOMO level = -0.3660 Ha
LUMO energy = 0.35 eV
frontier orbital gap = 10.3 eV
calculated total energy = -1624.44874 Eh

***

ORCA calculation (the ωB97M-V functional and the def2-TZVPD basis) on a molecular structure, C34H83Cl4N5 in a non-equilibrium geometry.

Geometry as XYZ:
```
126
Properties=species:S:1:pos:R:3:lowdin_charge:R:1
Cl -0.160 0.476 0.847 0.56
C -1.775 -0.378 1.009 -0.61
C -1.940 -1.466 -0.088 -0.61
Cl -1.951 -0.829 -1.689 0.80
H -2.534 0.482 0.898 0.02
H -1.964 -0.954 1.846 0.03
H -2.918 -1.919 0.039 0.05
H -1.415 -2.407 -0.035 0.05
Cl -6.314 -1.533 -2.306 0.65
C -5.417 -1.625 -0.794 -0.68
C -5.396 -0.314 -0.243 -0.63
Cl -4.857 -0.197 1.473 0.67
H -4.515 -1.846 -0.991 -0.05
H -5.784 -2.372 -0.180 0.07
H -6.465 0.145 -0.157 0.11
H -4.840 0.424 -0.860 0.08
C -0.303 -2.991 -6.039 -0.02
C -1.681 -2.160 -6.115 -0.16
N -2.859 -3.028 -5.641 -0.17
C -2.999 -3.149 -4.226 -0.32
C -2.501 -2.297 -3.373 -0.35
C -4.012 -2.407 -6.252 -0.26
C -4.234 -3.265 -7.540 -0.06
H 0.244 -2.346 -6.802 0.10
H -0.472 -3.825 -6.674 0.07
H 0.178 -3.236 -5.264 -0.09
H -1.825 -1.799 -7.086 0.07
H -1.711 -1.180 -5.562 0.11
H -2.216 -3.910 -4.297 0.13
H -3.923 -3.678 -3.895 0.16
H -1.759 -1.665 -3.614 0.01
H -2.254 -2.629 -2.554 -0.04
H -3.475 -1.794 -3.175 0.08
H -3.894 -1.222 -6.200 0.16
H -4.835 -2.565 -5.760 0.03
H -3.345 -3.107 -8.122 0.06
H -5.093 -3.057 -8.124 0.04
H -4.507 -4.282 -7.209 0.09
C 3.716 -0.869 3.544 -0.04
C 3.376 -2.106 4.564 -0.19
N 2.224 -1.803 5.433 -0.19
C 0.956 -1.592 4.784 -0.27
C 0.713 -2.487 3.664 -0.10
C 2.034 -2.912 6.421 -0.21
C 3.148 -2.857 7.508 -0.07
H 4.698 -0.832 3.151 0.05
H 3.375 0.298 3.927 0.14
H 3.210 -1.000 2.750 -0.06
H 4.247 -2.057 5.271 0.11
H 3.349 -3.025 4.049 0.08
H 1.312 -0.662 4.296 0.11
H 0.216 -1.436 5.416 0.07
H 1.427 -2.978 3.015 0.05
H 0.079 -1.909 2.852 0.10
H 0.206 -3.343 4.021 0.06
H 2.093 -3.813 5.942 0.07
H 0.996 -2.799 6.872 0.14
H 3.385 -1.942 8.015 0.08
H 4.055 -3.131 7.166 0.02
H 2.739 -3.593 8.144 0.06
C -2.600 5.857 3.201 -0.07
C -2.196 5.224 1.859 -0.23
N -3.326 4.742 1.026 -0.18
C -3.255 4.868 -0.337 -0.37
C -2.072 4.554 -0.905 -0.12
C -3.631 3.397 1.491 -0.20
C -4.983 2.803 0.848 -0.10
H -1.690 6.200 3.607 0.06
H -3.013 5.203 3.871 0.03
H -3.439 6.607 3.097 0.10
H -1.534 4.475 2.062 0.07
H -1.656 5.983 1.176 0.14
H -3.114 5.945 -0.300 0.13
H -4.092 4.838 -0.877 0.10
H -1.213 4.419 -0.221 0.10
H -1.663 5.082 -1.829 0.13
H -2.242 3.640 -1.237 0.03
H -3.725 3.174 2.560 0.11
H -2.837 2.562 1.283 0.11
H -4.860 2.548 -0.212 0.06
H -5.875 3.235 1.179 0.05
H -5.149 1.769 1.180 -0.07
C 3.354 -0.561 -0.506 -0.10
C 2.671 -1.856 -0.019 -0.19
N 2.300 -2.863 -1.138 -0.15
C 1.713 -4.133 -0.722 -0.34
C 0.695 -4.161 0.212 -0.14
C 1.519 -2.279 -2.246 -0.25
C 1.421 -3.199 -3.472 -0.10
H 2.834 0.293 -0.772 0.02
H 4.136 -0.862 -1.254 0.10
H 4.024 -0.170 0.294 0.07
H 1.766 -1.472 0.304 0.03
H 3.356 -2.257 0.686 0.10
H 2.538 -4.667 -0.126 0.14
H 1.786 -4.865 -1.527 0.12
H 0.569 -3.539 1.181 0.09
H 0.489 -5.226 0.435 0.10
H -0.247 -3.941 -0.303 0.05
H 2.119 -1.354 -2.568 0.14
H 0.388 -2.091 -2.016 0.10
H 2.430 -3.532 -3.467 0.07
H 1.278 -2.378 -4.070 0.03
H 0.704 -4.096 -3.479 0.12
C 3.471 3.210 -1.726 -0.05
C 4.253 4.193 -0.789 -0.20
N 4.214 3.694 0.589 -0.20
C 5.324 4.019 1.479 -0.34
C 5.687 5.375 1.457 -0.15
C 3.024 3.555 1.421 -0.22
C 2.821 2.309 2.368 -0.07
H 3.456 3.399 -2.698 0.01
H 2.424 3.200 -1.415 0.07
H 4.005 2.283 -1.515 0.07
H 3.649 5.019 -0.807 0.08
H 5.307 4.201 -0.970 0.12
H 6.199 3.370 1.143 0.13
H 5.476 3.516 2.428 0.12
H 5.495 6.123 0.629 0.10
H 6.750 5.526 1.948 0.12
H 5.213 5.961 2.261 0.07
H 2.207 3.707 0.696 0.11
H 3.064 4.449 1.927 0.07
H 1.803 1.871 2.520 0.05
H 3.395 2.316 3.303 0.06
H 3.250 1.541 1.754 0.03
```

Calculated values
HOMO level = -0.2812 Ha
LUMO energy = 0.41 eV
frontier orbital gap = 8.1 eV
calculated total energy = -3458.93312 Eh

***

ORCA calculation (the ωB97M-V functional and the def2-TZVPD basis) on 8 unconnected molecules or ions with the total composition C34H83NO18 in a non-equilibrium geometry.

Geometry as XYZ:
```
136
Properties=species:S:1:pos:R:3:lowdin_charge:R:1
N -3.994 -1.982 7.364 0.00
C -2.994 -1.194 6.547 -0.30
C -3.424 -1.435 4.952 -0.11
O -4.319 -0.390 4.428 -0.23
O -3.748 0.801 4.494 -0.08
C -1.413 -1.591 6.845 -0.17
O -0.471 -1.127 5.815 -0.22
C -0.206 0.317 5.904 -0.18
C 1.299 0.567 5.220 -0.11
C 1.228 1.267 3.737 -0.12
O 0.451 2.339 3.448 -0.10
H -4.434 -1.420 8.126 0.07
H -3.622 -2.898 7.696 0.07
H -3.097 -0.054 6.871 0.15
H -4.036 -2.460 4.954 0.14
H -2.501 -1.622 4.251 0.13
H -4.160 1.200 5.339 0.11
H -1.404 -2.778 6.971 0.14
H -1.178 -1.139 7.924 0.14
H -0.100 0.598 7.044 0.13
H -1.023 1.005 5.424 0.13
H 1.796 -0.494 5.145 0.12
H 1.918 1.263 5.954 0.13
H 1.878 0.767 2.869 0.13
C -8.642 0.937 8.877 -0.11
O -8.257 2.218 9.364 -0.20
C -7.046 2.166 10.126 -0.19
C -5.852 2.659 9.303 -0.19
O -5.561 1.767 8.223 -0.20
C -6.048 2.254 6.976 -0.10
H -9.429 1.076 8.131 0.09
H -7.806 0.412 8.405 0.08
H -9.040 0.334 9.699 0.09
H -6.868 1.154 10.511 0.12
H -7.181 2.833 10.983 0.12
H -4.966 2.680 9.946 0.12
H -6.023 3.677 8.934 0.13
H -5.413 3.073 6.627 0.09
H -7.083 2.594 7.048 0.09
H -6.001 1.439 6.248 0.08
C 3.774 -1.072 -1.356 -0.11
O 4.500 -0.434 -0.311 -0.20
C 5.394 0.567 -0.806 -0.19
C 4.819 1.972 -0.604 -0.19
O 3.660 2.182 -1.416 -0.21
C 2.452 2.068 -0.670 -0.10
H 2.963 -1.652 -0.906 0.09
H 3.338 -0.348 -2.050 0.08
H 4.433 -1.755 -1.900 0.09
H 5.636 0.389 -1.862 0.12
H 6.320 0.480 -0.230 0.12
H 5.567 2.708 -0.921 0.12
H 4.595 2.156 0.453 0.12
H 2.320 2.955 -0.044 0.09
H 2.442 1.171 -0.046 0.08
H 1.618 2.009 -1.375 0.08
C -0.780 1.743 -4.253 -0.11
O -0.262 1.621 -5.573 -0.20
C -0.300 2.860 -6.287 -0.19
C 1.082 3.519 -6.329 -0.19
O 1.498 3.939 -5.026 -0.19
C 2.438 3.042 -4.444 -0.10
H -0.518 0.839 -3.697 0.09
H -0.359 2.606 -3.729 0.08
H -1.870 1.829 -4.291 0.09
H -1.046 3.538 -5.855 0.13
H -0.609 2.628 -7.311 0.12
H 1.026 4.419 -6.951 0.12
H 1.824 2.847 -6.778 0.12
H 3.413 3.167 -4.925 0.07
H 2.115 2.002 -4.529 0.09
H 2.536 3.289 -3.383 0.08
C -7.337 -5.106 1.671 -0.11
O -8.540 -5.177 2.429 -0.19
C -8.314 -5.645 3.762 -0.19
C -8.325 -4.487 4.765 -0.20
O -7.209 -3.614 4.564 -0.20
C -7.574 -2.426 3.870 -0.10
H -7.540 -4.539 0.759 0.09
H -6.538 -4.602 2.222 0.09
H -7.016 -6.114 1.394 0.08
H -7.377 -6.211 3.824 0.12
H -9.135 -6.327 4.003 0.12
H -8.230 -4.897 5.777 0.12
H -9.269 -3.933 4.714 0.12
H -8.124 -1.761 4.543 0.09
H -8.178 -2.638 2.986 0.08
H -6.658 -1.920 3.551 0.08
C -5.736 -5.283 -1.574 -0.11
O -5.351 -4.003 -1.087 -0.20
C -4.140 -4.054 -0.325 -0.19
C -2.946 -3.561 -1.148 -0.19
O -2.655 -4.453 -2.228 -0.20
C -3.142 -3.966 -3.475 -0.11
H -6.523 -5.144 -2.320 0.09
H -4.900 -5.808 -2.045 0.09
H -6.134 -5.886 -0.752 0.06
H -3.962 -5.066 0.060 0.13
H -4.275 -3.387 0.532 0.12
H -2.059 -3.540 -0.505 0.12
H -3.117 -2.543 -1.517 0.13
H -2.507 -3.147 -3.824 0.09
H -4.177 -3.626 -3.403 0.08
H -3.095 -4.781 -4.203 0.09
C 5.637 2.740 -7.480 -0.10
O 5.601 4.105 -7.881 -0.19
C 5.676 4.999 -6.767 -0.19
C 7.084 5.585 -6.619 -0.19
O 8.031 4.576 -6.255 -0.20
C 8.813 4.146 -7.364 -0.10
H 5.803 2.126 -8.370 0.10
H 6.444 2.545 -6.769 0.06
H 4.677 2.461 -7.036 0.08
H 5.358 4.501 -5.843 0.12
H 4.975 5.815 -6.966 0.12
H 7.075 6.322 -5.809 0.12
H 7.393 6.099 -7.537 0.12
H 9.549 4.914 -7.616 0.09
H 8.195 3.926 -8.237 0.09
H 9.343 3.233 -7.076 0.07
C 9.483 -2.444 -6.273 -0.11
O 10.209 -1.806 -5.228 -0.20
C 11.103 -0.804 -5.723 -0.19
C 10.529 0.601 -5.521 -0.19
O 9.369 0.811 -6.333 -0.21
C 8.162 0.696 -5.587 -0.11
H 8.673 -3.023 -5.823 0.09
H 9.047 -1.719 -6.967 0.08
H 10.142 -3.127 -6.817 0.09
H 11.346 -0.982 -6.778 0.13
H 12.029 -0.892 -5.147 0.12
H 11.277 1.336 -5.837 0.12
H 10.304 0.785 -4.463 0.13
H 8.030 1.584 -4.961 0.09
H 8.151 -0.200 -4.963 0.08
H 7.328 0.638 -6.292 0.08
```

Calculated values
HOMO level = -0.3304 Ha
LUMO energy = 0.23 eV
frontier orbital gap = 9.2 eV
calculated total energy = -2753.71850 Eh